DFT (ωB97M-V with the def2-TZVPD basis set) results for a structure of composition C24H38N2OS2SiSm.

Kohn-Sham gap (alpha / beta) ... 7.55 / 7.54 eV
Net charge ... +1
E ... -2865.807630 hartree
⟨S²⟩ ... 8.7789
HOMO (alpha / beta) ... -10.918 / -10.846 eV
Spin multiplicity ... 6

XYZ file:
```
69
Properties=species:S:1:pos:R:3:forces:R:3:mulliken_charge:R:1
Sm 0.9787 1.9437 -1.1923 -0.01 -0.10 0.23 0.917
C 0.3562 0.6052 6.2073 0.01 0.02 0.05 -2.154
C -0.2272 -0.3161 5.1376 0.02 0.03 -0.08 1.973
C -1.7550 -0.3466 5.2901 -0.05 -0.01 0.02 -1.564
C 0.3414 -1.7292 5.3332 0.01 -0.03 0.01 -1.538
C 0.1173 0.1603 3.7312 -0.04 -0.05 0.06 0.437
C 0.8864 1.2881 3.4753 0.00 0.02 0.02 -0.671
C 1.1255 1.6590 2.1667 0.02 -0.06 -0.02 -0.620
N 0.6686 0.9779 1.1159 0.14 0.11 -0.16 -0.575
C -0.0591 -0.1281 1.3395 -0.03 -0.03 -0.14 -0.890
C -0.3518 -0.5450 2.6212 -0.04 -0.06 0.09 0.434
C -0.5417 -0.8545 0.1257 0.05 0.08 0.11 -0.718
C -1.1526 -2.0892 0.1950 -0.05 -0.08 0.00 0.220
C -1.6070 -2.7322 -0.9586 -0.04 -0.07 0.01 0.590
C -1.4173 -2.0649 -2.1618 0.03 0.02 -0.02 -0.716
C -0.7827 -0.8374 -2.1612 -0.02 -0.05 0.02 -0.579
N -0.3449 -0.2387 -1.0534 0.24 0.27 -0.14 -0.036
C -2.2758 -4.0980 -0.8597 0.02 0.08 0.00 1.955
C -1.2998 -5.0828 -0.2005 0.02 -0.04 0.02 -1.573
C -3.5388 -3.9629 0.0035 -0.03 -0.01 0.03 -1.526
C -2.6696 -4.6386 -2.2333 -0.02 -0.02 -0.03 -2.147
H 0.0808 0.2270 7.1922 0.01 0.01 -0.01 0.428
H -0.0316 1.6229 6.1262 -0.01 -0.03 -0.01 0.426
H 1.4467 0.6439 6.1652 -0.02 -0.02 -0.01 0.423
H -2.0136 -0.6695 6.2999 0.01 0.01 -0.02 0.458
H -2.2256 -1.0425 4.5932 0.02 0.02 0.00 0.315
H -2.1882 0.6425 5.1295 0.02 -0.01 0.00 0.374
H 0.1051 -2.0830 6.3381 0.00 0.01 -0.02 0.448
H 1.4269 -1.7370 5.2180 -0.02 0.00 0.00 0.383
H -0.0826 -2.4425 4.6238 0.01 0.02 0.01 0.312
H 1.2939 1.8925 4.2717 -0.01 -0.01 -0.01 0.566
H 1.7092 2.5470 1.9513 0.01 0.02 0.00 0.590
H -0.9632 -1.4221 2.7734 0.01 0.02 0.00 0.383
H -1.2747 -2.5723 1.1531 0.00 0.00 -0.02 0.369
H -1.7417 -2.4829 -3.1027 0.00 0.00 0.02 0.551
H -0.6147 -0.3150 -3.0961 0.00 0.02 -0.01 0.494
H -1.0275 -4.7792 0.8118 -0.01 0.01 -0.02 0.313
H -0.3835 -5.1824 -0.7855 -0.02 0.01 0.01 0.380
H -1.7659 -6.0671 -0.1331 0.00 0.02 0.00 0.456
H -3.3068 -3.6298 1.0169 0.00 -0.01 -0.02 0.321
H -4.0352 -4.9318 0.0795 0.01 0.02 0.00 0.443
H -4.2433 -3.2542 -0.4359 0.01 -0.01 0.00 0.384
H -1.8043 -4.7604 -2.8884 -0.01 0.00 0.03 0.427
H -3.3973 -3.9958 -2.7333 0.01 0.00 0.02 0.417
H -3.1298 -5.6196 -2.1122 0.01 0.01 -0.01 0.425
C -2.3178 5.9775 -2.5976 0.09 -0.04 0.18 -0.758
O -1.6335 5.5644 -1.3891 -0.04 0.10 -0.07 -0.267
C -0.9553 4.4511 -1.3572 -0.14 -0.29 0.08 0.688
S -0.8395 3.4529 -2.7405 0.16 0.03 0.03 -0.403
S -0.2871 4.0569 0.1680 0.20 -0.02 -0.36 -0.328
H -2.7784 6.9226 -2.3360 0.00 0.02 -0.02 0.244
H -3.0702 5.2391 -2.8622 0.00 -0.02 -0.02 0.350
H -1.6010 6.0987 -3.4047 0.01 0.01 -0.03 0.368
C 2.9828 3.6470 -3.9374 -0.06 0.20 -0.11 -0.895
Si 3.4745 1.9061 -3.4661 -0.03 0.11 0.07 0.195
C 2.1221 0.7555 -4.1176 -0.10 -0.09 -0.04 -0.945
C 5.1024 1.4669 -4.2271 0.23 -0.14 -0.10 -0.998
C 3.3665 1.7747 -1.6321 -0.42 0.02 0.31 -1.061
H 3.2058 3.8760 -4.9830 -0.01 -0.04 0.03 0.320
H 3.5098 4.3819 -3.3230 0.00 -0.02 -0.02 0.321
H 1.9079 3.8139 -3.8065 0.01 0.06 0.03 0.252
H 2.1185 0.6795 -5.2077 0.01 0.00 0.04 0.457
H 1.1209 1.1419 -3.8690 -0.13 -0.01 -0.01 0.120
H 2.2140 -0.2566 -3.7111 -0.01 0.02 -0.03 0.371
H 5.0794 1.5487 -5.3167 0.01 -0.01 0.03 0.308
H 5.3899 0.4455 -3.9652 0.03 0.03 -0.04 0.309
H 5.8799 2.1371 -3.8521 0.00 -0.03 -0.03 0.298
H 3.9705 2.5564 -1.1540 -0.04 -0.01 0.04 0.437
H 3.7539 0.8036 -1.2900 -0.07 0.01 0.03 0.316
```
Positions in Å, forces in eV/Å.

***

DFT (ωB97M-V with the def2-TZVPD basis set) results for a structure of composition C24H38N4PdSi.

Kohn-Sham gap ... 4.61 eV
Net charge ... -2
E ... -1573.711199 hartree
HOMO ... 0.298 eV

XYZ file:
```
68
Properties=species:S:1:pos:R:3:forces:R:3:mulliken_charge:R:1
Pd 0.6725 0.1677 0.2096 -0.28 -0.18 0.05 -0.422
C -0.1872 -2.5185 1.6856 0.04 0.08 -0.02 -0.966
C 0.8163 -1.7788 2.5381 0.01 0.00 0.14 0.721
C 0.7423 -1.8896 3.9211 -0.10 -0.05 -0.06 -0.880
C 1.6950 -1.2069 4.6834 0.11 0.07 -0.02 -0.164
C 2.6977 -0.5186 4.0591 -0.04 -0.02 0.13 -0.996
C 2.7924 -0.5007 2.6282 0.10 0.07 -0.16 0.298
N 1.7639 -1.0711 1.9064 0.03 -0.02 -0.07 0.158
N 3.8543 0.0396 2.0547 -0.07 -0.07 0.20 -0.462
Si 4.3712 -0.0922 0.4642 -0.05 0.10 -0.36 0.176
C 4.3544 -1.8487 -0.2709 0.03 0.07 0.14 -1.004
C 6.1978 0.4574 0.4465 -0.03 -0.14 0.10 -1.131
C 3.5192 0.9977 -0.8306 0.21 -0.17 -0.18 0.494
H 0.1080 -3.5695 1.5901 0.01 -0.01 -0.01 0.395
H -0.2282 -2.0590 0.6964 -0.03 -0.05 -0.02 -0.195
H -1.1855 -2.4817 2.1258 0.01 0.00 0.01 0.311
H -0.0587 -2.4564 4.3797 0.00 0.00 0.00 0.382
H 1.6437 -1.2289 5.7691 0.00 0.00 0.01 0.333
H 3.4672 0.0059 4.6115 0.00 0.00 0.00 0.402
H 4.7781 -2.5601 0.4458 -0.01 0.01 -0.02 0.316
H 4.9359 -1.9072 -1.1974 -0.01 0.03 -0.01 0.305
H 3.3268 -2.1541 -0.4786 -0.02 0.02 0.01 0.228
H 6.7590 -0.1481 1.1661 0.02 0.03 -0.03 0.246
H 6.2813 1.5018 0.7592 -0.02 0.01 0.01 0.271
H 6.6688 0.3510 -0.5363 -0.05 0.00 -0.02 0.274
H 2.4408 0.7391 -0.8600 0.04 0.16 0.05 -1.227
H 3.9323 0.7956 -1.8293 0.01 0.00 0.04 0.356
H 3.6484 2.0654 -0.6306 -0.10 0.00 0.11 0.356
C -0.4163 4.1334 -1.5815 0.02 0.00 0.02 -1.126
C 0.9999 3.7946 -1.1074 -0.04 0.02 -0.06 0.041
C 0.9394 3.1343 0.1946 -0.16 -0.25 -0.20 0.283
N 0.7497 2.4517 1.1041 0.17 0.26 0.41 -0.525
H -0.3923 4.6010 -2.5675 0.02 -0.02 -0.01 0.319
H -0.9034 4.8146 -0.8827 0.00 0.01 -0.01 0.390
H -1.0092 3.2214 -1.6331 -0.02 0.00 0.01 0.121
H 1.6258 4.6875 -1.0550 0.01 0.01 0.03 0.442
H 1.4772 3.0941 -1.7976 0.01 0.03 0.01 0.101
C -3.6352 0.4168 3.0554 0.03 -0.01 -0.01 -1.530
C -3.6857 0.1247 1.5749 -0.05 -0.02 -0.12 0.444
C -4.9151 -0.1658 0.9513 0.00 0.01 0.07 -0.820
C -4.9129 -0.4432 -0.4082 -0.04 0.00 0.00 0.589
C -6.2166 -0.7437 -1.1146 0.02 0.00 0.02 -1.562
C -3.7390 -0.4522 -1.1512 -0.10 -0.01 0.02 -0.517
C -2.4568 -0.1823 -0.5655 -0.01 0.04 0.11 -0.732
C -2.5260 0.1241 0.8455 0.01 0.00 -0.06 -0.214
N -1.2411 -0.1652 -1.1021 0.45 0.07 -0.18 1.086
C -0.8425 -0.4949 -2.4668 -0.11 -0.07 -0.12 1.822
C -0.0890 0.7183 -3.0407 -0.06 -0.02 0.03 -0.865
C -1.9144 -0.8781 -3.5032 0.01 0.03 -0.04 -2.592
C 0.1449 -1.6743 -2.3959 -0.05 0.06 0.08 -1.511
H -4.6401 0.4862 3.4796 0.00 0.00 0.00 0.353
H -3.1110 1.3539 3.2536 0.01 0.00 0.01 0.330
H -3.0929 -0.3692 3.5870 -0.01 0.01 0.02 0.252
H -5.8412 -0.1691 1.5196 0.01 0.00 0.00 0.116
H -7.0580 -0.7085 -0.4188 0.00 0.00 0.00 0.349
H -6.1982 -1.7369 -1.5727 -0.01 0.00 -0.01 0.295
H -6.4085 -0.0214 -1.9137 -0.01 -0.01 -0.01 0.297
H -3.8457 -0.6706 -2.2005 0.01 0.00 0.01 0.387
H -1.5749 0.3456 1.3268 0.02 0.00 -0.02 0.655
H -0.7816 1.5548 -3.1733 0.01 0.00 0.00 0.323
H 0.3705 0.4896 -4.0097 0.01 -0.02 0.01 0.437
H 0.6848 1.0070 -2.3240 0.00 -0.01 -0.02 -0.307
H -2.6195 -0.0631 -3.6778 0.00 -0.01 -0.01 0.451
H -2.4672 -1.7690 -3.2041 0.01 -0.01 0.00 0.504
H -1.4125 -1.0964 -4.4519 -0.02 0.00 0.00 0.484
H 0.9239 -1.4231 -1.6672 0.01 -0.05 -0.02 -0.041
H 0.5984 -1.8886 -3.3711 -0.02 0.02 -0.02 0.484
H -0.3752 -2.5691 -2.0415 0.02 0.00 0.01 0.410
```
Positions in Å, forces in eV/Å.

***

DFT (ωB97M-V with the def2-TZVPD basis set) results for a cluster of 7 separate species, C24H38N7O11 in total.

Kohn-Sham gap ... 6.91 eV
Net charge ... -1
E ... -2147.486191 hartree
HOMO ... -6.435 eV

XYZ file:
```
80
Properties=species:S:1:pos:R:3:forces:R:3:mulliken_charge:R:1
N 1.1701 1.6251 1.2369 3.32 3.92 0.67 0.828
O 0.7311 2.7921 1.4979 -0.75 -1.48 0.21 -0.672
O 0.8781 1.0731 0.1969 -1.52 -1.70 -1.31 -0.293
O 2.1891 1.2431 1.8899 -1.09 -0.85 0.35 -0.686
C 3.5351 -0.0459 -3.4151 -2.51 0.82 -0.27 -0.397
C 3.0381 -0.3459 -4.8511 -0.34 1.11 3.17 -0.428
C 1.8571 0.4941 -5.3341 4.61 -0.28 8.12 -0.717
C 1.1971 1.4511 -4.4831 2.77 -0.16 3.50 0.206
C 1.6221 1.6731 -3.0311 8.25 -12.69 -11.23 -1.373
C 2.7911 0.8291 -2.5061 -3.08 1.67 -3.85 -0.126
N 0.0971 2.3191 -5.0651 -0.53 3.00 1.19 1.009
O -0.0909 3.4821 -4.5461 1.05 -3.46 -0.78 -0.587
O -0.5729 1.9511 -6.0031 0.83 -0.70 0.31 -0.558
H 4.4081 -0.5099 -2.8651 -0.99 0.04 -1.47 0.309
H 3.5921 -1.3409 -5.2541 -1.79 2.95 0.13 0.236
H 1.3061 0.4201 -6.1061 -2.88 -1.40 -6.39 0.724
H 1.2291 2.2861 -2.5491 -6.38 9.57 7.96 1.269
H 2.8771 1.0171 -1.4361 0.84 -0.52 -0.21 0.356
C -2.1169 -0.8029 1.1879 -2.91 -7.85 3.13 -0.575
C -3.5489 -1.4479 1.1169 6.42 -4.74 1.55 -0.923
C -3.4009 -3.0369 1.4459 0.47 2.06 0.99 -0.232
C -2.1889 -3.8029 2.0469 0.47 8.70 -2.35 -0.246
C -0.9349 -2.8859 2.2179 -1.20 -0.64 -1.69 -0.351
C -0.9269 -1.3479 1.8249 -3.31 -4.88 -0.43 -0.510
N -2.1649 -5.2089 2.0689 0.69 -3.65 -0.58 0.894
O -1.0739 -5.8249 2.1439 -1.42 1.87 0.24 -0.566
O -3.2199 -5.8459 1.9109 0.75 1.43 0.38 -0.581
H -1.9749 0.1401 1.1219 0.21 6.64 -1.38 1.204
H -4.4979 -0.9789 0.7959 0.93 -0.44 0.17 0.490
H -4.3099 -3.6649 1.3749 0.57 0.56 -0.14 0.385
H 0.0051 -3.5549 2.4099 -1.57 1.90 0.08 0.364
H -0.0889 -0.6509 1.9269 -0.03 -0.80 0.11 0.534
C -1.6689 -0.9159 -3.9551 -0.06 -0.77 3.30 0.247
O -2.5599 -0.5389 -4.6341 -1.61 0.77 -2.31 -0.607
N -1.8769 -1.5289 -2.7631 -1.43 -1.67 2.19 0.276
C -0.8259 -1.9219 -1.8521 2.83 0.13 0.51 -0.968
C -3.2009 -2.0019 -2.3191 -2.47 1.31 -0.95 -0.769
H -0.6289 -0.7389 -3.9961 1.75 0.46 -1.16 0.258
H -1.0869 -2.7219 -1.1481 -0.56 0.04 -0.54 0.269
H -0.4239 -1.1269 -1.1231 -0.61 -0.58 -1.43 0.095
H 0.0541 -2.3549 -2.4321 -0.83 0.77 0.64 0.442
H -3.2279 -2.5389 -1.3551 0.77 -0.85 -1.16 0.254
H -3.8809 -2.3299 -3.1911 1.55 -0.45 1.26 0.366
H -3.9079 -1.2299 -1.9451 0.78 0.87 -0.41 0.133
C -4.3659 2.5771 -0.6761 -1.90 0.55 1.84 0.061
O -4.9119 3.2681 0.1429 -1.94 1.61 1.56 -0.659
N -3.0989 2.6471 -0.8501 2.46 0.34 -1.31 0.150
C -2.4589 1.8261 -1.8271 2.47 0.96 -0.07 -0.778
C -2.2509 3.7061 -0.2411 -6.88 -7.51 7.68 -1.824
H -4.9909 1.8541 -1.1391 0.02 -1.25 -1.39 0.450
H -3.0009 1.2261 -2.4861 -2.22 -0.06 -1.25 0.530
H -1.9909 0.9811 -1.3201 1.47 0.49 0.12 -0.011
H -1.8379 2.5531 -2.4541 -0.09 -1.66 0.76 0.218
H -1.5459 3.2621 0.3489 2.07 -0.87 1.53 0.521
H -2.7809 4.4851 0.2639 -1.27 -0.52 1.34 0.439
H -1.9559 4.2561 -0.8481 5.93 7.81 -10.86 0.879
C 1.4021 2.5711 4.9869 -1.01 -0.40 3.26 0.243
O 0.6401 2.0301 5.7789 -0.16 0.13 0.58 -0.645
N 2.2391 3.5901 5.3469 1.04 -1.31 -2.26 0.053
C 2.8541 4.2191 4.1299 1.80 2.97 9.18 -0.953
C 2.1631 4.3201 6.6159 -3.44 -0.27 -0.71 -0.907
H 1.3601 2.1291 4.0279 1.00 0.49 -1.81 0.261
H 3.0741 3.6121 3.4279 2.03 -4.67 -4.41 0.323
H 3.6801 4.8081 4.6509 -0.24 -0.83 -1.56 0.255
H 2.2531 4.9041 3.7559 -3.18 3.38 -1.77 0.444
H 1.4451 5.1361 6.2839 1.20 0.03 1.37 0.336
H 3.0301 4.5991 7.2049 0.66 0.26 -0.99 0.292
H 1.5791 3.7221 7.3589 0.24 0.13 -0.95 0.288
C 3.4661 -3.8949 1.6459 0.46 -5.07 2.07 0.079
O 3.3971 -5.1649 1.8219 1.06 3.32 0.17 -0.681
N 2.8431 -3.3669 0.6539 -0.92 2.28 -1.91 0.213
C 2.5301 -1.9269 0.6449 1.16 -0.07 1.03 -0.321
C 2.1951 -4.2549 -0.2691 -4.52 1.02 0.54 -0.637
H 4.0121 -3.1849 2.2779 -0.03 -0.23 0.28 0.397
H 3.2391 -1.4179 0.0059 -0.09 0.46 -0.09 0.289
H 2.4531 -1.4219 1.6419 0.86 -0.76 -0.55 0.463
H 1.5471 -1.7809 0.3339 -1.63 0.12 -1.22 -0.450
H 2.7241 -5.0859 -0.6261 1.03 -0.95 -0.05 0.413
H 1.6731 -3.7479 -1.1011 1.14 0.47 0.04 0.160
H 1.2151 -4.5859 0.2349 1.45 -0.44 -0.31 0.121
```
Positions in Å, forces in eV/Å.

***

Number 1 is which compound?
C24H38N2OS2SiSm

***

Which of these has the lowest net charge?
C24H38N4PdSi

***

What is the formula in the second record?
C24H38N4PdSi

***

net charge of number 3 (C24H38N7O11)?
-1